{
  "formula": "C11H24N5O9P2PtS2",
  "method": "ωB97M-V with the def2-TZVPD basis set",
  "homo_ev": -11.324,
  "charge": 1,
  "total_energy_ha": -2983.05835,
  "e_above_lowest_kj_mol": 6.1,
  "fmax_ev_per_a": 0.52,
  "species": ["Pt", "C", "C", "O", "P", "O", "O", "O", "P", "O", "O", "O", "H", "H", "H", "H", "H", "H", "H", "C", "N", "C", "C", "O", "N", "C", "N", "H", "H", "H", "H", "H", "H", "H", "C", "C", "N", "O", "H", "H", "H", "H", "H", "S", "C", "N", "C", "C", "S", "H", "H", "H", "H", "H"],
  "positions_angstrom": [[0.197, 0.164, -0.380], [0.211, 4.208, -1.803], [-0.053, 2.998, -0.917], [0.745, 1.867, -1.397], [0.332, 3.351, 0.854], [-0.573, 4.607, 1.143], [1.805, 3.925, 0.753], [0.148, 2.213, 1.769], [-1.819, 2.477, -0.901], [-2.199, 2.397, -2.459], [-2.632, 3.471, -0.170], [-1.748, 1.020, -0.433], [1.242, 4.542, -1.700], [-0.454, 5.025, -1.529], [0.027, 3.947, -2.846], [0.441, 1.609, -2.300], [-1.502, 4.449, 0.848], [2.205, 4.156, 1.601], [-2.774, 3.123, -2.736], [-2.658, -2.713, 3.225], [-1.775, -2.486, 2.101], [-1.161, -3.542, 1.327], [-0.308, -2.763, 0.334], [0.394, -3.245, -0.512], [-0.504, -1.412, 0.599], [-1.316, -1.303, 1.677], [-1.562, -0.159, 2.283], [-3.246, -3.608, 3.031], [-3.356, -1.885, 3.336], [-2.106, -2.849, 4.158], [-1.893, -4.159, 0.803], [-0.525, -4.185, 1.939], [-1.192, 0.704, 1.893], [-2.142, -0.116, 3.101], [-0.793, -1.074, -5.207], [-0.919, -0.459, -3.839], [-2.131, -0.536, -3.260], [0.046, 0.035, -3.257], [-1.640, -0.818, -5.843], [-0.755, -2.160, -5.110], [0.130, -0.733, -5.667], [-2.924, -0.890, -3.764], [-2.270, -0.102, -2.358], [2.307, -0.623, -0.628], [2.894, -1.162, 0.844], [4.029, -1.839, 0.938], [4.580, -2.060, 2.270], [3.411, -1.889, 3.242], [2.178, -0.848, 2.388], [4.564, -2.033, 0.105], [5.379, -1.344, 2.470], [4.991, -3.067, 2.330], [3.718, -1.383, 4.154], [2.957, -2.843, 3.500]]
}